# 1
C4H8N | ωB97M-V/def2-TZVPD

Summary:
- Electronic energy: -211.6274 a.u.
- Total charge: +1
- M: 70.11 g/mol
- 2S+1: 1
- ΔE to the lowest compared entry with this formula, charge and spin: 27.4 kcal/mol
- HOMO-LUMO gap: 0.3246 Ha
- LUMO energy: -5.6 eV

Last column: Löwdin charge in e.
Atoms and positions in Å:
C  0.7971  -1.4790  1.0276  0.1715
N  -0.0731  -1.1191  0.1883  0.0720
C  -0.3868  0.2453  -0.2435  -0.3132
C  -1.3059  0.3138  -1.2888  0.1651
C  0.4952  1.2859  0.2179  -0.0656
H  1.2460  -2.4589  1.0771  0.1248
H  1.1791  -0.6217  1.7481  0.1655
H  -0.5980  -1.7683  -0.3357  0.1551
H  -2.1508  -0.3325  -1.3342  0.0738
H  -1.2896  1.0512  -2.0801  0.0909
H  1.6250  1.1095  0.4009  0.1261
H  0.0915  1.6132  1.1589  0.0938
H  0.3703  2.1606  -0.5365  0.1402

---

# 2
C3H9NOS2 | ωB97M-V/def2-TZVPD

Summary:
- Electronic energy: -1046.0055 a.u.
- M: 139.25 g/mol
- 2S+1: 1
- ΔE to the lowest compared entry with this formula, charge and spin: 50.3 kcal/mol
- HOMO-LUMO gap: 0.3367 Ha
- LUMO energy: 0.4 eV

Last column: Löwdin charge in e.
Atoms and positions in Å:
C  0.2357  -0.1991  1.5675  -0.1989
C  0.6418  0.0052  0.2109  -1.0491
S  2.2663  0.8419  0.1044  0.7393
C  0.6092  -1.1971  -0.6476  -0.3677
O  0.8554  -0.7876  -1.9672  -0.1270
S  -0.5047  1.4028  -0.6168  0.7802
N  -2.0676  0.6688  -0.8817  -0.3476
H  0.7775  -1.1241  1.9150  0.1119
H  -0.7881  -0.6804  1.4969  0.0951
H  0.2495  0.6843  2.2214  0.0901
H  1.6562  2.1071  0.4725  -0.0777
H  -0.3511  -1.6292  -0.5368  0.1056
H  1.3669  -1.9517  -0.3569  0.1460
H  0.1213  -0.1027  -2.0237  0.0308
H  -2.4009  0.4475  0.0992  0.0340
H  -2.6675  1.5144  -1.0572  0.0350

---

# 3
C3H4O2 | ωB97M-V/def2-TZVPD

Summary:
- Electronic energy: -267.0927 a.u.
- M: 72.06 g/mol
- 2S+1: 1
- ΔE to the lowest compared entry with this formula, charge and spin: 62.8 kcal/mol
- HOMO-LUMO gap: 0.3438 Ha
- LUMO energy: -0.1 eV

Last column: Löwdin charge in e.
Atoms and positions in Å:
C  1.3314  -0.3653  -0.0674  0.0165
C  0.6663  0.7704  0.0037  -0.3855
O  0.3129  1.8912  0.0155  0.1451
H  2.3864  -0.1805  -0.1954  0.0728
H  0.9218  -1.3672  -0.1079  0.0727
C  -1.4222  -0.1806  0.0771  -0.1726
O  -1.5305  -1.1602  -0.6094  0.0378
H  -0.5792  -0.0767  0.8823  0.1010
H  -2.1237  0.6746  -0.0024  0.1121

---

# 4
C4H3Br2O2 | ωB97M-V/def2-TZVPD

Summary:
- Electronic energy: -5452.7388 a.u.
- Total charge: -1
- M: 242.87 g/mol
- 2S+1: 1
- ΔE to the lowest compared entry with this formula, charge and spin: 10.0 kcal/mol
- HOMO-LUMO gap: 0.2770 Ha
- LUMO energy: 3.3 eV

Last column: Löwdin charge in e.
Atoms and positions in Å:
C  -0.1399  1.3157  -1.5039  0.0011
C  -0.6429  0.2744  -1.9985  -0.3656
C  0.8232  -0.2354  1.4092  -0.8841
C  -0.2040  -1.0492  1.5225  -0.6682
O  -1.1581  -0.6948  -2.3177  0.1519
O  1.1028  0.9268  1.1951  -0.0905
Br  2.4447  -1.7499  1.5766  0.2222
Br  -1.9077  -0.0641  1.5480  0.5167
H  0.2004  1.1219  -0.4743  0.0399
H  -0.2300  2.2110  -2.1276  0.0726
H  -0.2883  -2.0565  1.1707  0.0040

---

# 5
C28H56NO | ωB97M-V/def2-TZVPD

Summary:
- Electronic energy: -1230.4059 a.u.
- M: 422.76 g/mol
- 2S+1: 2
- HOMO-LUMO gap (spin up / spin down): 0.3072 / 0.3665 Ha
- LUMO energy (spin up / spin down): 0.7 / 0.7 eV

Last column: Mulliken spin population.
Atoms and positions in Å:
C  -3.9769  5.7352  -0.3234  0.0000
C  -3.6115  4.3253  -0.7851  0.0000
C  -3.1492  4.2420  -2.2442  0.0000
C  -2.1481  3.1245  -2.5254  0.0000
C  -1.4376  3.3009  -3.8623  0.0000
C  -0.7246  2.0472  -4.3682  0.0000
C  0.2725  1.3690  -3.4224  -0.0003
C  1.6327  2.0638  -3.3280  0.0001
C  1.7426  3.2391  -2.3392  0.0000
C  2.5524  2.9069  -1.0806  0.0000
C  2.0497  1.7314  -0.2426  0.0003
C  0.7934  2.0784  0.5463  -0.0001
C  0.1094  0.9661  1.3449  0.0034
C  -0.3084  -0.2779  0.5322  0.0066
C  0.3162  -1.6500  0.9022  -0.0189
C  1.8516  -1.4820  0.9758  0.0041
C  2.7446  -2.7011  1.2787  0.0006
C  3.3537  -2.6583  2.6797  -0.0003
C  4.3444  -1.4887  2.8687  -0.0001
C  3.9200  -0.4276  3.9004  0.0003
C  -0.2792  -2.0977  2.2641  0.0244
C  -0.9563  -3.4775  2.3310  -0.0265
C  0.0279  -4.6563  2.3077  0.0180
C  -1.7651  -3.5635  3.6128  0.0188
N  -1.8799  -3.6312  1.1721  0.4165
O  -3.1360  -3.6828  1.3831  0.5208
C  -1.4530  -3.2645  -0.2132  -0.0332
C  -1.4689  -4.5418  -1.0607  0.0366
C  -2.4939  -2.3013  -0.7965  0.0214
C  -0.0305  -2.6689  -0.1996  0.0238
H  -3.8815  5.8410  0.7582  0.0000
H  -3.3224  6.4785  -0.7850  0.0000
H  -5.0030  6.0033  -0.5810  0.0000
H  -2.8278  3.9153  -0.1417  0.0000
H  -4.4791  3.6751  -0.6470  0.0000
H  -4.0181  4.1014  -2.8950  0.0000
H  -2.7031  5.1982  -2.5418  0.0000
H  -2.6571  2.1528  -2.5140  0.0001
H  -1.4217  3.0929  -1.7094  0.0000
H  -0.7420  4.1440  -3.7954  0.0000
H  -2.1809  3.5888  -4.6130  0.0000
H  -0.1868  2.2996  -5.2887  0.0000
H  -1.4889  1.3181  -4.6547  0.0000
H  -0.1640  1.2647  -2.4238  0.0003
H  0.4315  0.3518  -3.7914  -0.0001
H  2.3946  1.3256  -3.0584  0.0000
H  1.9022  2.4047  -4.3326  0.0000
H  0.7497  3.6115  -2.0695  0.0000
H  2.2455  4.0755  -2.8301  0.0000
H  3.5822  2.7083  -1.3933  0.0000
H  2.5945  3.7928  -0.4375  0.0000
H  1.8686  0.8682  -0.8913  -0.0002
H  2.8420  1.4302  0.4498  0.0001
H  1.0522  2.8849  1.2416  0.0000
H  0.0521  2.5012  -0.1387  0.0000
H  -0.7950  1.4159  1.7618  0.0001
H  0.7121  0.6876  2.2140  -0.0014
H  -0.1515  -0.0904  -0.5346  -0.0012
H  -1.3843  -0.3888  0.6547  -0.0068
H  2.0587  -0.7339  1.7455  -0.0019
H  2.1688  -1.0247  0.0368  -0.0017
H  2.2133  -3.6413  1.1424  -0.0003
H  3.5649  -2.7224  0.5560  -0.0001
H  3.8463  -3.6113  2.8886  -0.0002
H  2.5511  -2.5653  3.4185  0.0001
H  5.3199  -1.8906  3.1450  0.0000
H  4.4905  -1.0025  1.9004  0.0000
H  3.0172  -0.7316  4.4338  -0.0001
H  3.7063  0.5354  3.4329  0.0000
H  4.6914  -0.2536  4.6500  0.0000
H  0.4889  -2.0839  3.0423  -0.0041
H  -1.0302  -1.3661  2.5732  -0.0024
H  0.8515  -4.4863  3.0027  0.0033
H  -0.4966  -5.5651  2.6062  -0.0086
H  0.4439  -4.8342  1.3203  0.0066
H  -2.3421  -4.4859  3.6447  -0.0023
H  -2.4565  -2.7275  3.7057  0.0057
H  -1.0752  -3.5493  4.4589  -0.0017
H  -2.3226  -5.1532  -0.7685  -0.0058
H  -0.5565  -5.1280  -0.9338  0.0042
H  -1.5740  -4.3030  -2.1210  -0.0004
H  -2.7923  -1.5336  -0.0877  0.0081
H  -2.0808  -1.8253  -1.6883  0.0020
H  -3.3944  -2.8458  -1.0726  -0.0068
H  0.1089  -2.1969  -1.1784  -0.0035
H  0.6878  -3.4856  -0.1738  0.0031

---

# 6
C11H12N4O3 | ωB97M-V/def2-TZVPD

Summary:
- Electronic energy: -871.0848 a.u.
- M: 248.24 g/mol
- 2S+1: 1
- ΔE to the lowest compared entry with this formula, charge and spin: 11.7 kcal/mol
- HOMO-LUMO gap: 0.3465 Ha
- LUMO energy: 0.8 eV

Last column: Löwdin charge in e.
Atoms and positions in Å:
C  -4.3476  -0.9022  -2.0103  -0.0288
O  -3.7474  -0.1979  -0.9295  -0.0348
C  -4.5060  0.0073  0.1384  -0.4937
O  -5.6426  -0.3529  0.2605  0.1237
C  -3.7449  0.7812  1.2207  -0.0105
N  -2.3772  0.9858  0.8756  -0.2112
N  -1.9309  2.0677  0.2821  0.0718
N  -0.6796  1.8960  0.0711  0.0895
C  -0.3641  0.6712  0.5490  -0.2960
C  0.9620  0.0920  0.5080  -0.1735
C  1.1874  -1.1830  1.0273  -0.0433
C  2.4586  -1.7145  0.9775  -0.0750
C  3.5101  -1.0018  0.4204  -0.0241
C  3.2883  0.2703  -0.0991  -0.2659
O  4.2425  1.0562  -0.6677  -0.0805
C  5.5599  0.5697  -0.7457  -0.0909
C  2.0059  0.8136  -0.0517  0.0529
N  -1.4408  0.0829  1.0644  0.1921
H  -5.1873  -0.3313  -2.4101  0.1006
H  -3.5712  -1.0192  -2.7613  0.0967
H  -4.7086  -1.8749  -1.6718  0.1000
H  -4.2233  1.7562  1.3462  0.1429
H  -3.8094  0.2179  2.1554  0.1433
H  0.3658  -1.7317  1.4589  0.1042
H  2.6461  -2.7005  1.3768  0.1053
H  4.4920  -1.4478  0.3981  0.1008
H  5.9773  0.3750  0.2477  0.0954
H  6.1360  1.3575  -1.2285  0.0930
H  5.6183  -0.3415  -1.3500  0.0953
H  1.8304  1.7985  -0.4525  0.1209